{
  "formula": "C35H32BF9O2",
  "method": "ωB97M-V/def2-TZVPD",
  "elements": ["C", "C", "C", "C", "C", "C", "O", "B", "C", "C", "C", "C", "F", "F", "F", "C", "C", "C", "F", "F", "F", "C", "C", "C", "C", "C", "C", "C", "C", "O", "H", "H", "H", "H", "H", "H", "H", "H", "H", "H", "H", "H", "H", "H", "H", "H", "H", "H", "H", "H", "H", "H", "F", "C", "F", "F", "C", "C", "C", "C", "C", "C", "C", "C", "C", "C", "C", "C", "C", "H", "H", "H", "H", "H", "H", "H", "H", "H", "H"],
  "coordinates": [[-4.666378, 0.731812, 2.059788], [-3.397006, 0.981174, 1.261266], [-3.662800, 0.756994, -0.211641], [-2.681861, 2.370514, 1.613066], [-1.656721, 2.815097, 0.546996], [-3.593816, 3.509705, 1.985465], [-1.898659, 2.023593, 2.768204], [-1.437057, 0.805815, 2.261447], [0.033521, 0.417080, 2.321777], [0.944174, 1.236106, 2.994630], [2.283256, 1.115762, 2.672481], [3.240477, 2.110172, 3.278748], [4.535938, 1.890385, 2.913451], [2.927735, 3.394287, 2.900212], [3.188839, 2.078946, 4.650140], [2.730484, 0.143646, 1.777875], [1.803789, -0.754100, 1.249869], [2.202549, -1.835610, 0.283566], [1.780887, -3.067028, 0.729320], [1.616482, -1.642753, -0.945092], [3.546167, -1.910838, 0.083610], [0.460484, -0.663110, 1.549524], [-2.442284, -0.577046, 5.038903], [-1.792241, -1.870560, 4.540650], [-0.500943, -2.238913, 4.923392], [-0.037401, -3.528079, 4.665740], [-0.818197, -4.387753, 3.870657], [-1.993092, -3.917366, 3.262132], [-2.436981, -2.627285, 3.564278], [-2.397907, 0.005179, 1.648902], [-5.477901, 1.364079, 1.675590], [-4.970822, -0.315549, 1.944710], [-4.528760, 0.936309, 3.130185], [-4.372190, 1.504468, -0.587106], [-2.736408, 0.810851, -0.795927], [-4.103303, -0.236593, -0.351548], [-2.146261, 3.234887, -0.334886], [-1.012014, 3.583780, 0.991476], [-0.992288, 1.993317, 0.230660], [-4.199681, 3.781012, 1.115044], [-4.249691, 3.246133, 2.818459], [-2.989757, 4.374446, 2.277242], [0.599687, 1.989965, 3.699201], [3.788122, 0.073936, 1.511083], [-0.254802, -1.371942, 1.138857], [-1.596069, 0.118792, 5.205900], [-2.926027, -0.159218, 4.131278], [0.141924, -1.499176, 5.419308], [0.938115, -3.847147, 5.053861], [-0.464328, -5.405662, 3.674539], [-2.540214, -4.533713, 2.546438], [-3.269038, -2.188034, 3.016357], [1.352584, -2.371353, 9.627444], [0.189414, -3.087394, 9.775230], [0.442602, -4.363185, 9.348318], [-0.071432, -3.158663, 11.119428], [-0.938933, -2.438532, 9.020936], [-1.654899, -3.187433, 8.089516], [-2.576835, -2.528661, 7.289519], [-2.711348, -1.135787, 7.351788], [-3.381098, -0.472143, 6.166406], [-3.687290, 1.028421, 6.263507], [-4.958525, 1.514495, 5.952909], [-5.134549, 2.869469, 5.661023], [-4.039938, 3.744997, 5.687925], [-2.793546, 3.285225, 6.134361], [-2.636122, 1.935859, 6.486451], [-2.176649, -0.454141, 8.444074], [-1.254012, -1.109806, 9.266658], [-1.442716, -4.234490, 7.934470], [-3.145586, -3.094231, 6.552509], [-4.306759, -1.039429, 5.929230], [-5.798928, 0.813312, 5.928803], [-6.128299, 3.237641, 5.380558], [-4.163754, 4.790543, 5.397256], [-1.937794, 3.965223, 6.189890], [-1.677009, 1.598096, 6.881234], [-2.453711, 0.573367, 8.658962], [-0.744251, -0.576356, 10.060252]],
  "atomic_forces_ev_per_a": [[-0.119, 0.153, 0.209], [-0.218, 0.348, -0.136], [-0.018, 0.208, -0.282], [-0.443, 0.048, -0.311], [-0.169, 0.012, -0.077], [-0.302, 0.056, -0.216], [0.423, -0.976, -0.761], [-0.841, -0.902, 1.555], [0.026, -0.534, 0.697], [-0.046, -0.195, -0.724], [0.635, 0.007, 0.169], [0.505, 0.442, 0.348], [-1.030, 0.222, 0.343], [0.324, -1.090, 0.410], [0.095, 0.131, -1.173], [0.034, -0.056, -0.020], [0.557, -0.324, -0.137], [0.151, -0.758, -0.378], [0.438, 1.071, -0.530], [0.563, -0.245, 1.026], [-1.010, 0.028, 0.106], [0.138, 0.655, 0.027], [2.380, 0.522, -3.597], [-0.211, 0.570, -0.138], [0.007, -0.169, 0.418], [-0.150, -0.022, -0.533], [0.112, 0.010, 0.039], [0.561, 0.192, 0.194], [-0.154, -0.580, 0.181], [0.885, 1.357, 0.090], [0.135, -0.123, 0.171], [0.106, 0.170, -0.020], [-0.034, 0.013, -0.258], [0.123, -0.111, -0.022], [-0.248, -0.013, 0.108], [0.085, 0.177, 0.014], [0.059, -0.089, 0.015], [-0.217, -0.126, -0.056], [-0.288, 0.197, 0.023], [-0.037, 0.089, 0.132], [0.111, 0.019, -0.104], [-0.088, -0.111, -0.049], [0.012, 0.001, -0.294], [-0.439, 0.048, 0.092], [0.059, 0.234, -0.024], [-0.334, -0.237, 0.159], [0.007, -0.076, 0.548], [-0.389, -0.458, 0.214], [-0.452, 0.105, -0.262], [-0.173, 0.402, 0.057], [0.223, 0.161, 0.204], [-0.127, -0.218, 0.356], [-0.867, -0.701, 0.276], [0.342, -0.188, 0.344], [-0.109, 1.106, 0.447], [0.410, 0.030, -0.973], [0.138, -0.555, 0.033], [-0.098, 0.571, -0.007], [0.280, 0.022, 0.024], [-0.675, -0.267, 0.528], [-1.355, -0.106, 1.716], [0.070, -0.195, 0.423], [0.245, 0.068, -0.091], [0.072, 0.207, 0.001], [-0.053, -0.243, 0.196], [-0.290, -0.361, 0.177], [-0.314, 0.630, -0.562], [0.467, -0.415, 0.168], [-0.209, 0.134, -0.274], [-0.064, -0.040, 0.104], [0.237, 0.158, 0.013], [0.322, 0.401, 0.148], [0.267, 0.279, -0.210], [0.425, -0.118, 0.127], [0.014, -0.335, 0.092], [-0.369, -0.225, 0.078], [-0.207, 0.030, -0.399], [0.192, -0.122, -0.187], [-0.085, 0.000, 0.000]],
  "energy_ev": -66047.4538,
  "largest_force_ha_per_bohr": 0.084,
  "charge": 0,
  "relative_energy_kcal_mol": 0.0,
  "e_lumo_ev": 0.0279
}